The following is a DFT calculation (ωB97M-V/def2-TZVPD) of an isolated molecule of C5H10N2O in a non-equilibrium geometry.

Geometry as XYZ:
```
18
C5H10N2O, DFT ωB97M-V/def2-TZVPD
C -0.8408 0.4745 -0.4968
C 0.5344 0.8637 -0.9760
C -0.3406 -1.8669 0.5551
C -0.5449 -0.3924 0.7975
N -1.6647 1.6325 -0.1314
C 1.6558 0.5407 0.1292
N 2.5636 -0.3532 -0.0332
O -0.7751 0.0750 1.9164
H -1.3750 -0.1334 -1.2307
H -1.3029 2.0140 0.7488
H -2.5945 1.3000 0.1280
H 2.3586 -0.9782 -0.8193
H 0.8197 0.2948 -1.8648
H 0.6367 1.9365 -1.1629
H 1.7415 1.2715 0.9475
H 0.0645 -2.0452 -0.4435
H 0.3647 -2.2549 1.2940
H -1.3012 -2.3790 0.6421
```

Properties
**SMILES**: [H]/N=C\C[C@H](N)C(C)=O
**Max |F|**: 3.020 eV Å⁻¹
**Energy above the lowest of the compared OMol25 structures with the same formula, charge and spin**: 157.21 kJ/mol

=====

The following is a DFT calculation (ωB97M-V/def2-TZVPD) of an isolated molecule of C5H10N2O in a non-equilibrium geometry.

Geometry as XYZ:
```
18
C5H10N2O, DFT ωB97M-V/def2-TZVPD
O 2.5282 2.5295 -0.0209
C 1.6830 1.8136 0.4555
C 0.7382 0.9619 -0.3670
C 1.0121 -0.4999 0.0109
C -0.0451 -1.5311 -0.4236
C -2.2049 -1.3066 0.5407
N -1.0198 -1.6925 0.6342
N -0.5984 1.4614 -0.0582
H 1.5901 1.7565 1.5513
H 0.9866 1.0916 -1.4213
H 1.0491 -0.6190 1.0855
H 1.9731 -0.7238 -0.4283
H 0.4792 -2.4873 -0.4323
H -0.4783 -1.3452 -1.4117
H -2.7030 -0.9351 -0.3708
H -2.8280 -1.3854 1.4272
H -1.3095 0.7508 -0.0250
H -0.8526 2.1607 -0.7462
```

Properties
**SMILES**: C=NCC[C@@H](N)C=O
**Max |F|**: 1.054 eV Å⁻¹
**Energy above the lowest of the compared OMol25 structures with the same formula, charge and spin**: 184.37 kJ/mol

=====

no.,E (eV)
1,-10373.676
2,-10373.394